No. 1
2 unconnected molecules or ions with the total composition C7H12N2O. Source: OMol25; level of theory: ωB97M-V with the def2-TZVPD basis set.

Structure (XYZ):
```
22
Properties=species:S:1:pos:R:3:forces:R:3
C -3.488 -0.613 0.413 -0.599 -0.049 -0.400
C -2.481 0.027 -0.436 1.736 0.458 0.168
C -1.452 0.509 -0.867 -0.954 -0.505 1.040
C -0.102 1.093 -1.000 0.028 0.029 -0.884
N -0.093 2.446 -0.467 0.082 0.046 0.165
C 0.945 0.126 -0.364 -0.099 -0.392 -0.191
C 0.940 -1.270 -0.994 -0.110 -0.208 -0.044
C 2.295 0.713 -0.412 1.763 1.645 1.686
N 3.279 1.277 -0.115 -1.966 -1.330 -1.163
H -3.042 -1.432 0.993 -0.079 0.191 -0.235
H -3.915 0.109 1.122 0.109 -0.152 -0.248
H -4.305 -1.016 -0.201 0.125 0.025 0.312
H 0.138 1.159 -2.073 0.042 0.071 0.218
H -0.282 2.447 0.533 -0.043 -0.039 -0.178
H 0.810 2.891 -0.609 -0.078 -0.119 -0.017
H 0.687 0.053 0.706 0.193 -0.006 -0.236
H -0.032 -1.732 -0.783 0.222 0.036 -0.281
H 1.111 -1.204 -2.077 -0.231 -0.001 0.213
H 1.726 -1.920 -0.593 -0.134 0.292 0.116
O 2.635 -1.501 2.325 1.493 2.403 0.027
H 1.697 -1.657 2.469 0.066 0.735 0.187
H 2.928 -0.503 2.431 -1.565 -3.130 -0.256
```
Forces are in eV/Å.

Output
Orbital gap   10.137 eV
Energy relative to the best compared isomer or geometry (same formula, charge and spin)   61.0 kcal per mole
Net charge   0
Structure (SMILES)   CC#C[C@@H](N)[C@@H](C)C#N.O
E_tot   -12478.9140 eV

No. 2
A single C7H12N2O2 molecule. Source: OMol25; level of theory: ωB97M-V with the def2-TZVPD basis set.

Structure (XYZ):
```
23
Properties=species:S:1:pos:R:3:forces:R:3
C -0.356 2.127 0.471 -0.907 -5.196 -2.358
C 2.190 -0.156 -0.321 0.999 0.279 0.029
C -1.114 0.160 -0.655 0.331 -0.139 -1.809
C 3.505 0.550 -0.051 1.254 -0.999 0.223
C -0.967 -0.094 -2.132 -0.963 1.974 1.861
C -1.633 -0.716 1.569 0.366 -2.882 3.235
C -1.496 -0.968 0.130 -1.057 -0.844 -1.433
N 0.850 1.687 0.544 2.119 -0.417 -0.330
N 0.999 0.446 0.098 -0.469 -0.178 0.035
O 2.084 -1.237 -0.884 -0.002 0.790 0.540
O -1.379 1.374 -0.118 0.944 3.776 1.239
H -0.607 2.965 0.973 -1.190 2.734 1.125
H 3.438 1.604 -0.332 0.095 -0.052 0.847
H 4.391 0.127 -0.550 -0.837 -0.101 -0.920
H 3.904 0.256 0.957 -1.126 1.192 -0.156
H -1.931 -0.413 -2.560 -0.039 0.908 -0.461
H -0.461 -0.992 -2.097 1.873 -1.786 -0.598
H -0.397 0.741 -2.551 -0.412 -0.460 -0.728
H -2.137 -1.618 2.063 0.242 1.164 -0.691
H -2.175 0.149 1.918 -0.070 0.365 -0.290
H -0.642 -0.801 2.109 -0.752 0.692 -0.766
H -2.437 -1.199 -0.423 -0.264 -0.848 1.015
H -0.803 -1.787 -0.121 -0.135 0.030 0.392
```
Forces are in eV/Å.

Output
Spin multiplicity   3
<S²>   2.026
Orbital gap (spin up / spin down)   6.551 / 7.369 eV
Energy relative to the best compared isomer or geometry (same formula, charge and spin)   12.2 kcal per mole
Net charge   0
E_tot   -14522.8493 eV

No. 3
2 unconnected molecules or ions with the total composition C7H12N2O2S. Source: OMol25; level of theory: ωB97M-V with the def2-TZVPD basis set.

Structure (XYZ):
```
24
Properties=species:S:1:pos:R:3:forces:R:3
C -0.194 -0.832 -1.312 -0.023 0.473 0.236
C 1.938 -1.074 -2.207 0.887 0.274 0.057
C 0.673 -1.656 -0.397 -1.081 2.623 0.623
C 0.020 -2.636 0.477 3.772 -0.202 2.820
C -1.285 1.482 2.310 -1.320 0.941 -2.829
C -0.619 2.792 0.091 3.893 0.913 4.541
C -0.573 1.495 0.932 -1.040 -0.847 -0.845
N 0.658 -0.570 -2.371 0.248 -0.199 -0.344
N 1.897 -1.777 -1.005 -1.078 -0.854 1.531
O -1.337 -0.397 -1.205 1.047 -1.243 -0.161
O 2.905 -0.916 -2.906 -0.444 -0.157 -0.023
S 0.942 0.512 0.994 0.072 -0.723 -1.002
H -0.309 -3.431 -0.057 -0.786 -2.687 -2.006
H -0.804 -2.272 0.938 -2.634 1.753 1.108
H 0.593 -3.070 1.387 -0.224 0.871 -1.738
H -1.282 0.555 2.751 -0.433 -2.610 0.425
H -0.989 2.041 3.113 2.313 2.154 1.568
H -2.284 1.913 2.261 -0.579 -0.578 -0.624
H 0.240 3.479 0.398 -0.888 -0.751 -0.714
H -1.462 3.359 0.255 -2.282 0.961 0.579
H -0.575 2.541 -0.876 0.504 -0.692 -3.730
H -1.112 0.912 0.106 -0.208 -0.294 1.879
H 0.334 -0.292 -3.273 -0.064 0.511 -0.271
H 2.625 -2.159 -0.404 0.348 0.361 -1.080
```
Forces are in eV/Å.

Output
Orbital gap   7.415 eV
Energy relative to the best compared isomer or geometry (same formula, charge and spin)   68.3 kcal per mole
Net charge   0
E_tot   -25362.2664 eV

No. 4
A single C7H12N2O5 molecule. Source: OMol25; level of theory: ωB97M-V with the def2-TZVPD basis set.

Structure (XYZ):
```
26
Properties=species:S:1:pos:R:3:forces:R:3
N 0.150 1.642 0.538 1.293 1.241 -0.885
C 0.392 0.594 -0.469 0.489 0.647 -0.486
C 1.539 -0.382 -0.121 -0.558 0.761 0.703
C 2.911 0.274 -0.336 0.493 0.294 0.591
C 3.983 -0.529 0.407 -0.269 1.583 0.399
O 4.632 -0.071 1.316 -0.223 -0.499 -0.625
O 4.114 -1.785 0.011 0.195 -1.173 -0.211
C -0.932 -0.115 -0.809 -0.206 -0.498 0.258
O -0.955 -1.270 -1.227 -0.183 1.068 0.254
N -2.047 0.662 -0.590 0.633 -0.772 -0.127
C -3.366 0.085 -0.620 0.203 0.787 0.227
C -3.835 -0.597 0.637 -2.657 -1.817 -0.808
O -4.854 -1.292 0.615 1.631 1.334 0.311
O -3.076 -0.451 1.690 0.724 0.364 1.479
H 0.891 2.397 0.496 -1.245 -1.401 0.203
H 0.138 1.244 1.460 0.110 -0.071 0.420
H 0.719 1.114 -1.405 -0.451 -0.278 0.528
H 1.409 -0.684 0.950 0.180 0.045 -0.811
H 1.443 -1.248 -0.757 -0.154 -0.435 -0.083
H 3.155 0.349 -1.400 -0.066 -0.207 0.014
H 3.011 1.298 0.066 -0.386 -0.471 -0.048
H 3.440 -2.025 -0.644 0.225 0.142 0.127
H -1.879 1.508 -0.063 0.055 -0.037 -0.047
H -3.410 -0.712 -1.332 0.031 -0.227 -0.795
H -4.087 0.872 -0.884 0.056 -0.420 0.047
H -3.486 -0.877 2.472 0.079 0.040 -0.637
```
Forces are in eV/Å.

Output
Orbital gap   10.344 eV
Energy relative to the best compared isomer or geometry (same formula, charge and spin)   7.1 kcal per mole
Net charge   0
Structure (SMILES)   N[C@@H](CCC(=O)O)C(=O)NCC(=O)O
E_tot   -20672.5252 eV

No. 5
A single C7H12N2O5 molecule. Source: OMol25; level of theory: ωB97M-V with the def2-TZVPD basis set.

Structure (XYZ):
```
26
Properties=species:S:1:pos:R:3:forces:R:3
C 3.416 1.237 -0.628 -0.563 2.317 3.875
C 2.163 0.438 -0.483 1.702 -1.630 -1.317
N 1.076 1.101 0.089 -1.284 3.394 1.020
C -0.102 0.493 0.123 0.223 -1.487 -0.668
O -0.044 -0.692 -0.240 0.284 0.192 0.039
C -1.420 1.180 0.442 -2.080 0.498 1.273
N -1.368 2.667 0.327 0.923 -3.292 3.683
C -2.591 0.550 -0.450 -0.389 0.993 0.035
C -3.084 -0.869 -0.161 2.628 -0.660 -0.096
O -4.256 -1.090 -0.036 -0.036 -0.309 0.055
O -2.113 -1.808 -0.168 -1.868 -0.785 0.504
C 2.482 -0.803 0.303 -0.397 -3.137 2.435
O 2.148 -1.028 1.483 1.160 1.027 -3.480
O 3.191 -1.786 -0.424 -1.975 -0.749 2.661
H 4.307 0.700 -0.885 0.260 -0.356 0.116
H 3.179 1.973 -1.335 0.194 1.225 -1.224
H 3.435 1.804 0.391 1.100 -0.824 -1.597
H 2.029 0.259 -1.553 -1.049 -1.174 0.235
H 1.070 2.091 0.382 0.383 -0.788 -0.439
H -1.822 0.870 1.479 1.313 0.676 -1.191
H -1.351 3.325 1.084 -0.179 -0.525 0.213
H -1.464 3.023 -0.526 -0.577 1.680 -4.029
H -2.276 0.534 -1.519 -0.437 0.344 0.567
H -3.555 1.112 -0.255 1.482 0.007 -0.592
H -1.108 -1.538 -0.123 -1.740 0.818 -0.364
H 2.993 -2.642 0.161 0.923 2.545 -1.714
```
Forces are in eV/Å.

Output
Orbital gap   9.920 eV
Energy relative to the best compared isomer or geometry (same formula, charge and spin)   47.4 kcal per mole
Net charge   0
Structure (SMILES)   C[C@H](NC(=O)[C@@H](N)CC(=O)O)C(=O)O
E_tot   -20670.7761 eV

No. 6
A single C7H12N2OSSi molecule. Source: OMol25; level of theory: ωB97M-V with the def2-TZVPD basis set.

Structure (XYZ):
```
24
Properties=species:S:1:pos:R:3:forces:R:3
C -2.095 -1.947 -0.059 1.055 -0.069 1.234
C -0.783 -1.500 0.188 0.179 -3.082 -1.555
C -3.222 -1.139 0.128 -0.473 0.095 -1.315
C -2.059 1.095 0.000 2.523 -0.633 0.517
C 2.675 -0.952 -0.078 -1.152 -1.245 3.400
C 1.572 1.505 1.625 1.188 -1.082 -3.385
C 1.153 1.056 -1.692 1.318 1.116 0.607
N -3.099 0.395 0.174 0.016 -2.474 0.121
N -0.409 -0.282 0.204 -0.489 1.848 0.805
O -4.372 -1.488 0.063 -0.814 0.127 0.439
Si 1.259 0.326 0.097 0.399 0.936 -1.001
S -1.453 2.500 -0.165 0.109 1.631 -0.215
H -2.287 -3.019 -0.156 -0.006 0.564 0.122
H 0.039 -2.332 0.144 -1.382 1.299 0.336
H 3.088 -1.023 1.000 -0.261 0.282 -1.524
H 2.140 -1.935 -0.090 0.539 0.398 -0.572
H 3.528 -0.969 -0.739 -0.221 0.408 -0.487
H 2.380 1.402 2.308 0.580 -0.476 0.398
H 1.650 2.434 1.116 0.470 1.245 -0.359
H 0.658 1.568 2.049 -2.894 0.030 2.014
H 2.131 1.662 -1.780 -1.499 -0.663 -0.360
H 1.237 0.191 -2.347 0.245 -0.187 0.009
H 0.271 1.617 -2.079 0.802 -0.163 0.689
H -4.004 0.833 0.091 -0.229 0.094 0.086
```
Forces are in eV/Å.

Output
Orbital gap   7.431 eV
Energy relative to the best compared isomer or geometry (same formula, charge and spin)   7.8 kcal per mole
Net charge   0
E_tot   -31192.2562 eV

Among the records above, which one has the highest E_tot? C7H12N2O